Entry 1:
Computed, not measured: a structure of composition C14H15NS6Tb, with wB97M-V/def2-TZVPD.

Properties
Kohn-Sham gap (spin up / spin down): 0.2428 / 0.2544 hartree
calculated total energy: -103701.910 eV
LUMO level (spin up / spin down): 2.2 / 2.5 eV
highest occupied orbital energy (spin up / spin down): -4.45 / -4.46 eV
spin multiplicity: 7
total charge: -1

Atoms and positions in Å:
1 Tb -0.0091 -0.3176 0.4657
2 C -2.1764 -1.2486 1.6084
3 C -1.5218 -0.4666 2.5932
4 C -1.5478 0.8822 2.1738
5 C -2.2203 0.9402 0.9346
6 C -2.6044 -0.3773 0.5832
7 C -3.3911 -0.7849 -0.6257
8 C -2.5833 2.2026 0.2133
9 C -1.0518 2.0591 2.9509
10 C -0.9890 -0.9415 3.9106
11 C -2.4831 -2.7134 1.6830
12 H -4.4612 -0.8276 -0.4008
13 H -3.0946 -1.7685 -0.9945
14 H -3.2644 -0.0813 -1.4494
15 H -3.4088 2.7087 0.7247
16 H -2.9057 2.0065 -0.8101
17 H -1.7435 2.8938 0.1546
18 H -1.8566 2.4883 3.5587
19 H -0.6784 2.8455 2.2928
20 H -0.2318 1.7851 3.6140
21 H 0.0101 -0.5501 4.1174
22 H -0.9318 -2.0300 3.9529
23 H -1.6383 -0.6142 4.7283
24 H -3.4306 -2.8847 2.2024
25 H -1.7124 -3.2709 2.2176
26 H -2.5643 -3.1590 0.6904
27 S 5.7002 4.6146 -0.0147
28 C 4.4355 3.5315 0.0937
29 S 3.1509 3.4280 -1.0538
30 C 2.2314 2.1606 -0.2984
31 C 2.7619 1.6607 0.8547
32 S 2.1365 0.3987 1.9040
33 S 4.2613 2.3768 1.3636
34 S 0.7437 1.7156 -1.1194
35 S -1.3552 -4.1148 -2.3314
36 C -0.5821 -3.0393 -1.3972
37 N -0.0356 -2.2553 -0.7084

Entry 2:
Computed, not measured: a cluster of 2 separate species, C14H15P in total, with wB97M-V/def2-TZVPD.

Properties
energy relative to the best compared isomer or geometry (same formula, charge and spin): 2.314 eV
Kohn-Sham gap: 0.3122 hartree
calculated total energy: -24045.139 eV
LUMO level: 0.2 eV
highest occupied orbital energy: -8.34 eV
structure (SMILES): C#P(c1ccccc1)c1ccccc1.C

Atoms and positions in Å:
1 C -2.2617 1.2323 0.8120
2 P -0.8986 0.3323 0.7506
3 C -0.2340 -0.0241 -0.8930
4 C -1.1999 -0.2125 -1.9519
5 C -0.8605 -0.8112 -3.1104
6 C 0.4735 -0.9385 -3.5075
7 C 1.4567 -0.6763 -2.5769
8 C 1.1258 -0.3195 -1.2833
9 C -0.0473 -0.7089 2.0020
10 C -0.3076 -2.0897 2.0883
11 C 0.3952 -2.8310 3.0227
12 C 1.1624 -2.1653 4.0285
13 C 1.3044 -0.7942 3.9683
14 C 0.7732 -0.0532 2.8845
15 H -2.7040 1.2473 1.8153
16 H -2.2587 -0.2098 -1.5495
17 H -1.6741 -0.9598 -3.7888
18 H 0.7139 -1.3833 -4.4377
19 H 2.5256 -0.5703 -2.8780
20 H 2.1265 -0.1770 -0.6980
21 H -0.7828 -2.5034 1.2407
22 H 0.2341 -3.8295 2.9540
23 H 1.5878 -2.6124 4.9141
24 H 2.0576 -0.4743 4.7359
25 H 0.9123 0.9937 2.9519
26 C -0.7380 4.1550 -2.2882
27 H -0.1190 3.7657 -3.0502
28 H -1.5199 3.4996 -2.2034
29 H -1.0392 5.1534 -2.5142
30 H -0.2037 3.9652 -1.4377

Entry 3:
Computed, not measured: a cluster of 2 separate species, C14H16 in total, with wB97M-V/def2-TZVPD.

Properties
energy relative to the best compared isomer or geometry (same formula, charge and spin): 0.895 eV
Kohn-Sham gap: 0.3581 hartree
calculated total energy: -14776.870 eV
LUMO level: 0.9 eV
highest occupied orbital energy: -8.80 eV
structure (SMILES): Cc1ccccc1.Cc1ccccc1

Atoms and positions in Å:
1 C 1.1872 -2.1025 2.4327
2 C 0.3590 -2.2867 1.1858
3 C 1.0348 -2.2704 -0.0408
4 C 0.2601 -2.0282 -1.1676
5 C -1.1129 -2.1441 -1.1986
6 C -1.7725 -2.3893 0.0106
7 C -1.0426 -2.2980 1.1940
8 H 1.2809 -1.0566 2.7297
9 H 2.2218 -2.4015 2.2412
10 H 0.7907 -2.6628 3.2801
11 H 2.1093 -2.2934 -0.0766
12 H 0.8361 -1.8460 -2.0743
13 H -1.5288 -2.0655 -2.1950
14 H -2.8201 -2.6471 0.0787
15 H -1.6282 -2.1801 2.0982
16 C -1.5889 1.4972 0.8124
17 C -0.5375 1.9930 -0.1006
18 C 0.2598 3.1096 0.1871
19 C 1.2730 3.4275 -0.6727
20 C 1.4882 2.7700 -1.8899
21 C 0.6116 1.7697 -2.2561
22 C -0.3822 1.3551 -1.3332
23 H -1.4587 1.9640 1.8045
24 H -1.4322 0.4302 0.9457
25 H -2.5980 1.8655 0.6123
26 H 0.0915 3.7371 1.0541
27 H 2.1011 4.0288 -0.2991
28 H 2.2352 3.0917 -2.6039
29 H 0.6592 1.1843 -3.1613
30 H -0.8969 0.4486 -1.5974

Entry 4:
Computed, not measured: a cluster of 2 separate species, C14H16 in total, with wB97M-V/def2-TZVPD.

Properties
energy relative to the best compared isomer or geometry (same formula, charge and spin): 0.691 eV
Kohn-Sham gap: 0.3532 hartree
calculated total energy: -14777.074 eV
LUMO level: 1.0 eV
highest occupied orbital energy: -8.65 eV
structure (SMILES): Cc1ccccc1.Cc1ccccc1

Atoms and positions in Å:
1 C 2.3322 -2.5101 0.8615
2 C 0.9943 -2.0541 0.3082
3 C -0.1304 -1.9708 1.1418
4 C -1.3775 -1.6806 0.6338
5 C -1.4443 -1.2947 -0.7146
6 C -0.3983 -1.4890 -1.5890
7 C 0.8673 -1.7699 -1.0372
8 H 3.1408 -1.9258 0.4335
9 H 2.4178 -3.5321 0.4727
10 H 2.2955 -2.5819 1.9425
11 H 0.0505 -2.2804 2.1676
12 H -2.3009 -1.5767 1.1829
13 H -2.4200 -0.9879 -1.0771
14 H -0.5928 -1.4279 -2.6499
15 H 1.7191 -1.7309 -1.7070
16 C 2.1539 1.4891 0.4987
17 C 0.6717 1.6929 0.1836
18 C -0.2827 1.4688 1.1748
19 C -1.6291 1.5958 0.9011
20 C -2.0258 2.1590 -0.3027
21 C -1.0755 2.4282 -1.3003
22 C 0.2595 2.2143 -1.0537
23 H 2.6876 2.1888 -0.1504
24 H 2.4473 0.5270 0.0984
25 H 2.2819 1.6546 1.5607
26 H 0.0995 1.1184 2.1275
27 H -2.4559 1.3049 1.5348
28 H -3.0572 2.4572 -0.4391
29 H -1.4860 2.7651 -2.2445
30 H 0.9625 2.2301 -1.8811

no.,F_max (eV/Å)
1,0.78
2,4.59
3,2.06
4,2.08